C23H29GeN11OS2Zr | ωB97M-V/def2-TZVPD

```
! RIJCOSX wB97M-V def2-TZVPD def2/J DEFGRID3
* xyz 0 1
Zr -0.0002 -0.3343 0.7072
C -2.0851 -3.9714 -0.9406
C -1.6062 -2.5726 -0.7135
N -1.0818 -2.2039 0.5204
N -1.1916 -3.1799 1.4953
C -1.2464 -2.8605 2.7810
N -1.4356 -3.8699 3.6796
S -1.1139 -1.2576 3.2525
C -1.5711 -1.5784 -1.6554
C -2.1093 -1.7188 -2.9801
C -2.0017 -0.7211 -3.8809
C -1.3674 0.4820 -3.4930
C -0.9213 0.6386 -2.2110
N -0.9876 -0.3559 -1.2635
H -1.2800 -4.7114 -0.8345
H -2.8967 -4.2560 -0.2618
H -2.4701 -4.0889 -1.9488
H -1.3540 -4.1296 1.1946
H -1.2045 -4.8143 3.4172
H -1.2662 -3.6280 4.6401
H -2.5889 -2.6474 -3.2536
H -2.3897 -0.8331 -4.8842
H -1.2433 1.2880 -4.2015
H 0.5545 2.1225 -2.5418
C 2.8380 0.7487 4.1308
C 2.0365 0.1223 3.0353
N 0.9850 0.6803 2.5217
N 0.5884 1.8627 3.0576
C -0.5417 2.3238 2.5869
N -0.9659 3.4972 3.1148
S -1.5611 1.6188 1.3716
C 2.4413 -1.1678 2.4651
C 3.6631 -1.7687 2.7779
C 3.9883 -2.9752 2.1896
C 3.0996 -3.5644 1.2969
C 1.9179 -2.9064 1.0145
N 1.5925 -1.7443 1.5813
H 2.1918 1.3808 4.7350
H 3.6175 1.3855 3.7064
H 3.3057 0.0000 4.7647
H -0.4837 3.8505 3.9237
H -1.9035 3.8033 2.9324
H 4.3502 -1.2901 3.4569
H 4.9335 -3.4494 2.4158
H 3.3259 -4.4981 0.8047
H 1.2078 -3.2877 0.2902
O 1.7384 0.4601 -0.1426
N 1.8595 -0.5657 -0.9695
C 2.6053 -0.4342 -2.0151
C 2.7524 -1.5591 -2.8683
N 2.8958 -2.4665 -3.5581
C 3.2932 0.7737 -2.3269
N 3.8479 1.7477 -2.5783
C -3.3570 2.9843 -1.6152
Ge -1.5089 3.4892 -2.0313
C -1.4131 4.1581 -3.8807
C -0.8544 4.9224 -0.8573
C -0.2797 1.9402 -1.8576
H -4.0101 3.8537 -1.6893
H -3.4350 2.5786 -0.6090
H -3.7061 2.2275 -2.3183
H -1.9735 5.0864 -3.9814
H -1.8214 3.4417 -4.5913
H -0.3774 4.3573 -4.1550
H -1.4327 5.8349 -1.0026
H 0.1886 5.1442 -1.0867
H -0.9153 4.6333 0.1878
H 0.1346 1.9723 -0.8509
*
```

## Properties
F_max: 2.658 eV/A
HOMO: -5.39 eV

Here are the Mulliken charges for atoms 1 to 8, given in e: atom 1 (Zr): 0.37, atom 2 (C): -1.91, atom 3 (C): 0.57, atom 4 (N): 0.01, atom 5 (N): -0.43, atom 6 (C): 0.53, atom 7 (N): -0.52, atom 8 (S): -0.37

---

C23H29IrN5O2SSb2Se | ωB97M-V/def2-TZVPD

```
! RIJCOSX wB97M-V def2-TZVPD def2/J DEFGRID3
* xyz 1 1
Ir 0.7976 -1.1259 0.6894
C -1.7876 1.7523 -0.6206
Sb -2.1786 -0.1637 0.1958
C -4.0332 -0.6740 -0.6914
C -3.1222 0.2172 2.1295
C -3.2741 1.6994 2.1971
C -4.3672 2.3365 1.6181
C -4.4304 3.7213 1.5518
C -3.3895 4.4840 2.0634
C -2.3119 3.8548 2.6718
C -2.2493 2.4693 2.7551
C -1.1403 1.7973 3.4877
Sb 0.4869 0.8618 2.4354
C 1.4149 2.6135 1.6903
C 1.6151 0.4929 4.1849
H -2.6500 2.4008 -0.4836
H -1.5922 1.6061 -1.6816
H -0.9169 2.1939 -0.1427
H -4.7190 0.1410 -0.4602
H -4.4012 -1.5990 -0.2517
H -3.9202 -0.7908 -1.7630
H -2.5486 -0.2234 2.9399
H -4.0710 -0.3081 2.0334
H -5.1787 1.7406 1.2166
H -5.2901 4.2016 1.1042
H -3.4254 5.5635 2.0113
H -1.5200 4.4520 3.1094
H -1.5096 1.0444 4.1856
H -0.5820 2.5262 4.0789
H 1.6857 3.2515 2.5304
H 0.7340 3.1525 1.0344
H 2.3106 2.3312 1.1415
H 1.4754 1.3440 4.8502
H 2.6681 0.3891 3.9403
H 1.2647 -0.4138 4.6739
N 3.7903 0.1416 -5.4444
C 2.7635 -0.3757 -4.7170
C 2.2602 0.3187 -3.6017
C 1.2308 -0.2116 -2.8612
C 0.6875 -1.4470 -3.2132
C 1.1803 -2.1525 -4.3051
C 2.2074 -1.6189 -5.0520
S -0.5942 -2.1214 -2.2577
O -1.5582 -1.0677 -1.9811
O -1.0730 -3.3299 -2.8343
N 0.0151 -2.4002 -0.7431
C 1.0409 -3.3080 -0.6247
N 1.4320 -4.1717 -1.5363
C 2.5082 -4.8789 -1.1914
C 3.2129 -4.6779 -0.0092
C 2.7740 -3.6787 0.8339
N 1.6408 -3.0331 0.5485
H 4.1048 1.0802 -5.2814
H 4.0643 -0.2890 -6.3084
H 2.6878 1.2759 -3.3315
H 0.8452 0.3289 -2.0035
H 0.7520 -3.1134 -4.5544
H 2.5938 -2.1628 -5.9045
H 2.8424 -5.6159 -1.9123
H 4.0940 -5.2548 0.2248
H 3.2978 -3.3983 1.7390
Se 5.1696 -0.8987 2.6529
C 3.6171 -0.7049 1.8816
N 2.5689 -0.5743 1.3618
*
```

## Properties
F_max: 2.214 eV/A
HOMO (spin up / spin down): -10.56 / -10.56 eV

Here are the Mulliken charges for atoms 1 to 8, given in e: atom 1 (Ir): 0.88, atom 2 (C): -0.94, atom 3 (Sb): 0.78, atom 4 (C): -1.30, atom 5 (C): -1.72, atom 6 (C): 0.35, atom 7 (C): -0.63, atom 8 (C): -0.66

---

C23H29N2O3 | ωB97M-V/def2-TZVPD

```
! RIJCOSX wB97M-V def2-TZVPD def2/J DEFGRID3
* xyz 1 1
C -2.2998 2.3639 -2.6403
C -1.9124 1.2188 -2.1120
C -1.7424 -0.0417 -2.9057
N -0.4598 -0.7084 -2.5951
C 0.7178 0.1037 -2.9618
H 0.5574 1.1264 -2.6166
H 0.8066 0.1095 -4.0504
C 1.9660 -0.5118 -2.2953
N 1.6163 -1.8442 -1.8612
C 1.0482 -2.6150 -2.9400
H 0.9760 -3.6616 -2.6478
C -0.3608 -2.0465 -3.2132
H -1.1304 -2.6817 -2.7727
H -0.5499 -1.9602 -4.2852
H 1.6671 -2.5589 -3.8494
C 2.4772 -2.5205 -0.9179
H 2.8885 -3.4441 -1.3366
C 1.6821 -2.8646 0.3519
H 0.6923 -3.2485 0.0875
H 2.2194 -3.5924 0.9606
O 1.5387 -1.7169 1.1887
C 0.5787 -0.8464 0.9673
O -0.2677 -0.9475 0.0964
C 0.6628 0.3275 1.9517
C -0.1729 -0.0018 3.1833
C -1.2790 -0.8405 3.1276
C -2.0097 -1.1009 4.2743
C -1.6462 -0.5252 5.4797
C -0.5508 0.3196 5.5356
C 0.1838 0.5808 4.3930
H 1.0313 1.2490 4.4298
H -0.2674 0.7807 6.4690
H -2.2185 -0.7306 6.3709
H -2.8667 -1.7551 4.2229
H -1.5838 -1.2844 2.1911
C 0.1642 1.5836 1.2468
C -1.1107 2.0894 1.4543
C -1.5042 3.2569 0.8208
C -0.6345 3.9202 -0.0278
C 0.6313 3.4058 -0.2528
C 1.0285 2.2422 0.3810
H 2.0293 1.8618 0.2443
H 1.3174 3.9207 -0.9084
H -0.9341 4.8430 -0.5011
H -2.4908 3.6540 1.0054
H -1.7919 1.5881 2.1243
O 2.0164 0.5461 2.2830
H 2.3185 -0.1526 2.8752
H 3.3137 -1.8763 -0.6388
H 2.2506 0.0738 -1.4197
H 2.8088 -0.5022 -3.0059
H -0.3950 -0.8478 -1.5531
H -1.7856 0.1675 -3.9779
H -2.5479 -0.7380 -2.6529
H -1.7286 1.1241 -1.0506
H -2.4468 3.2380 -2.0331
H -2.5009 2.4708 -3.6936
*
```

## Properties
F_max: 0.799 eV/A
SMILES: C=CC[NH+]1CCN(CCOC(=O)C(O)(c2ccccc2)c2ccccc2)CC1
HOMO: -11.69 eV

Here are the Mulliken charges for atoms 1 to 8, given in e: atom 1 (C): -0.97, atom 2 (C): 0.26, atom 3 (C): -0.72, atom 4 (N): 0.73, atom 5 (C): -0.50, atom 6 (H): 0.30, atom 7 (H): 0.39, atom 8 (C): -0.72

---

C23H29N3O4S | ωB97M-V/def2-TZVPD

```
! RIJCOSX wB97M-V def2-TZVPD def2/J DEFGRID3
* xyz 0 1
O 1.4776 1.8426 -2.2071
C 0.5825 1.1915 -1.7044
N 0.0245 1.4348 -0.4905
C 0.3426 2.4324 0.4396
C -0.4278 2.5172 1.5978
C -0.1664 3.4740 2.5520
C 0.8718 4.4013 2.3888
C 1.6427 4.2960 1.2265
C 1.3888 3.3313 0.2718
H 1.9962 3.2812 -0.6159
H 2.4556 4.9798 1.0417
N 1.1422 5.3136 3.3994
C 0.0555 6.0352 4.0342
H -0.8563 5.4427 4.0394
C -0.2009 7.3559 3.2921
O 0.9583 8.1570 3.2465
C 2.0237 7.4744 2.6193
C 2.3187 6.1572 3.3482
H 3.1484 5.6254 2.8858
H 2.5926 6.3894 4.3840
H 2.8813 8.1478 2.6602
H 1.7671 7.2720 1.5681
H -0.9594 7.9497 3.8047
H -0.5428 7.1317 2.2686
H 0.3464 6.2523 5.0676
H -0.7656 3.4855 3.4491
H -1.2354 1.8156 1.7563
H -0.7511 0.8473 -0.2168
C -0.0304 0.0263 -2.4216
C -0.5643 -1.0790 -1.7646
C -1.1038 -2.1127 -2.5015
C -1.1281 -2.0815 -3.8826
C -0.5797 -0.9930 -4.5421
C -0.0282 0.0473 -3.8146
H 0.4119 0.8997 -4.3101
H -0.5823 -0.9554 -5.6207
H -1.5770 -2.9043 -4.4152
S -1.7688 -3.5423 -1.6463
O -3.0022 -3.9248 -2.2659
O -1.7752 -3.2322 -0.2408
N -0.6290 -4.6804 -2.0364
C 0.6219 -4.6273 -1.3196
H 0.9111 -3.5732 -1.2732
C 0.5864 -5.2074 0.0963
H -0.0089 -4.5462 0.7271
C -0.0092 -6.6136 0.1601
H 0.1621 -7.0027 1.1663
C -1.5152 -6.6130 -0.1222
C -1.8841 -6.8158 -1.5925
H -2.9410 -6.5735 -1.7093
C -1.0699 -5.9495 -2.5660
H -1.6833 -5.7310 -3.4433
H -0.1742 -6.4812 -2.8981
H -1.7429 -7.8630 -1.8705
H -1.9337 -5.6648 0.2194
H -1.9962 -7.4081 0.4520
H 0.5073 -7.2753 -0.5389
H 1.6093 -5.2194 0.4802
H 1.3674 -5.1568 -1.9231
H -0.5607 -1.1813 -0.6893
*
```

## Properties
F_max: 1.088 eV/A
SMILES: O=C(Nc1ccc(N2CCOCC2)cc1)c1cccc(S(=O)(=O)N2CCCCCC2)c1
HOMO: -7.39 eV

Here are the Mulliken charges for atoms 1 to 8, given in e: atom 1 (O): -0.68, atom 2 (C): 0.52, atom 3 (N): -0.12, atom 4 (C): 0.79, atom 5 (C): -0.97, atom 6 (C): -0.46, atom 7 (C): 1.01, atom 8 (C): -0.25

---

Respective total energy values: -4491.8132 -4702.2327 -1228.8304 -1757.2463 Eh.
Respective energy relative to the best compared isomer or geometry (same formula, charge and spin) values: 6.61 60.94 0.00 48.73 kcal per mole.